1.
47
Properties=species:S:1:pos:R:3:mulliken_charge:R:1 method="wB97M-V/def2-TZVPD" s2=0.76 spin_multiplicity=2 homo_lumo_gap_ev="7.15 / 6.04" charge=+2 e_above_lowest_kj_mol=38.01 total_energy_ev=-64650.9972
Ru -0.5295 -0.7348 -0.0156 1.048
O 2.0638 1.3423 -2.7814 -0.405
C 1.4484 0.6477 -1.8677 0.221
O 0.2824 0.2738 -1.9375 -0.327
C 2.2480 0.2928 -0.6832 0.394
C 3.5956 0.5148 -0.5084 -0.646
C 4.1917 0.0623 0.6711 -0.452
C 3.4236 -0.5976 1.6135 -0.694
C 2.0725 -0.7786 1.3509 0.654
N 1.5116 -0.3441 0.2363 0.096
C 1.1071 -1.4956 2.2300 0.013
O 1.4510 -2.1600 3.1641 -0.561
O -0.1411 -1.3410 1.8124 -0.653
H 1.4938 1.5220 -3.5461 0.430
H 4.1628 1.0223 -1.2762 0.588
H 5.2458 0.2318 0.8446 0.495
H 3.8324 -0.9810 2.5389 0.593
C -2.5955 -3.3295 1.0676 -0.003
C -3.3466 -2.8661 -0.1819 -0.802
S -2.5033 -1.6293 -1.2478 0.130
C -1.6960 -2.5643 -2.5585 -0.941
C -0.7344 -3.5917 -2.0474 -0.711
S 0.5422 -2.8014 -1.0377 0.265
C 0.8931 -4.1884 0.1220 -0.833
C -0.0442 -4.4298 1.3043 -0.335
S -1.7372 -4.9195 0.8631 -0.114
H -3.3012 -3.4425 1.8892 0.486
H -1.8628 -2.5925 1.3724 -0.298
H -4.2673 -2.3568 0.1023 0.509
H -3.6122 -3.6955 -0.8383 0.498
H -1.2041 -1.7943 -3.1567 0.335
H -2.4713 -3.0250 -3.1727 0.563
H -0.2394 -4.0955 -2.8797 0.533
H -1.2238 -4.3378 -1.4262 0.305
H 1.9022 -3.9932 0.4910 0.537
H 0.9402 -5.0652 -0.5248 0.570
H -0.1104 -3.5721 1.9553 -0.151
H 0.3738 -5.2498 1.8890 0.507
N -2.1262 1.4228 1.5714 -0.243
C -2.8847 2.5048 1.3638 -0.096
C -3.0070 2.6689 -0.0016 -1.014
C -2.2801 1.6219 -0.5578 -0.399
N -1.7472 0.8635 0.4088 0.354
H -1.8334 1.0266 2.4508 0.128
H -3.2855 3.0757 2.1853 0.476
H -3.5477 3.4397 -0.5215 0.424
H -2.1187 1.3816 -1.5952 0.524

---

2.
12
Properties=species:S:1:pos:R:3:mulliken_charge:R:1 method="wB97M-V/def2-TZVPD" spin_multiplicity=1 homo_lumo_gap_ev=10.55 smiles="C#CC(=O)CC" e_above_lowest_kj_mol=169.11 total_energy_ev=-7327.5318
C -1.7717 0.0703 -0.4223 -1.114
C -0.6078 -0.1311 0.5480 -0.323
C 0.6271 -0.6347 -0.1829 0.105
O 0.5840 -1.5712 -0.9511 -0.501
C 1.8840 0.0759 0.0577 -0.375
C 2.9105 0.6878 0.2163 0.285
H -2.6699 0.3830 0.1168 0.321
H -1.9896 -0.8575 -0.9569 0.295
H -1.5347 0.8423 -1.1620 0.330
H -0.8743 -0.8894 1.2971 0.276
H -0.3799 0.7911 1.0913 0.308
H 3.8223 1.2333 0.3479 0.394

---

3.
13
Properties=species:S:1:pos:R:3:mulliken_charge:R:1 method="wB97M-V/def2-TZVPD" spin_multiplicity=1 homo_lumo_gap_ev=9.38 e_above_lowest_kj_mol=523.56 total_energy_ev=-8805.1025
C -0.8943 -1.0587 -0.0828 -0.200
C 0.4832 -1.7092 0.0468 -0.811
C 0.1858 1.4595 0.2936 -0.709
N -1.1117 0.2008 -0.1226 0.379
O -2.1860 0.8351 -0.1416 -0.640
O 1.5046 1.7634 -0.2991 -0.455
H -1.7163 -1.6541 -0.4110 0.416
H 0.6511 -2.3057 -0.8576 0.252
H 1.3541 -0.9543 0.2101 0.246
H 0.3925 -2.4509 0.8622 0.270
H 0.5352 1.1853 1.2875 0.368
H 1.1653 2.3891 -0.8981 0.358
H -0.3635 2.2997 0.1125 0.526

---

4.
9
Properties=species:S:1:pos:R:3:mulliken_charge:R:1 method="wB97M-V/def2-TZVPD" spin_multiplicity=1 homo_lumo_gap_ev="8.20 / 8.20" e_above_lowest_kj_mol=518.12 total_energy_ev=-21021.0537
C -1.4003 0.9208 -0.2729 0.357
N 0.2682 -0.3464 0.4163 -0.489
N 1.3587 0.2924 -0.0294 1.153
O 1.3137 1.5042 0.0761 -0.672
O -2.3017 0.2874 -0.5892 -0.207
O 2.2904 -0.3497 -0.4503 -0.617
S 0.0036 -1.9142 -0.0681 -0.074
H -0.9169 1.8778 -0.1572 0.396
H -0.6158 -2.2722 1.0747 0.153

---

5.
35
Properties=species:S:1:pos:R:3:mulliken_charge:R:1 method="wB97M-V/def2-TZVPD" spin_multiplicity=1 homo_lumo_gap_ev=5.85 charge=+1 e_above_lowest_kj_mol=1015.78 total_energy_ev=-28135.6293
C -0.6369 3.2123 -1.1056 -0.925
C 0.3218 2.2557 -1.0264 -0.197
C -0.8004 -0.2559 -1.0655 -0.630
C -2.8380 -1.3033 -0.4168 0.150
C 1.9388 0.0865 1.9715 -0.568
C 2.3001 -1.0144 1.0055 -0.492
C 1.6503 1.2003 0.9864 -1.119
C 1.1267 -1.3616 0.0934 -0.843
C 0.4159 0.9863 -0.0103 0.110
C 1.4359 -0.1045 -2.0003 -0.789
C -4.9342 -0.0456 1.4699 -0.868
N 0.6001 -0.2568 -0.7702 0.572
O -2.4666 -1.9065 0.5378 -0.505
O -3.7144 1.2530 -0.4503 -0.574
S -4.0912 -0.1098 -0.1822 0.432
H -0.3920 3.9896 -1.7374 0.345
H -1.6380 3.2049 -0.6661 0.261
H 1.2237 2.2737 -1.6237 0.303
H -0.9503 0.4979 -1.8164 0.317
H -2.8112 -1.7485 -1.3957 0.492
H 1.0183 -0.2674 2.5069 0.301
H 2.6080 0.4719 2.7574 0.362
H 3.2054 -0.6408 0.4658 0.286
H 2.5522 -2.0439 1.5188 0.326
H 1.3763 2.2131 1.5224 0.371
H 2.5440 1.3699 0.4760 0.372
H 1.4005 -2.2490 -0.5256 0.460
H 0.3536 -1.8326 0.6191 0.379
H -0.5392 1.0411 0.4519 0.628
H 0.8635 0.3970 -2.7784 0.419
H 2.3930 0.4143 -1.9071 0.372
H 1.8086 -1.1305 -2.4452 0.283
H -4.3798 -0.5504 2.2120 0.319
H -5.0356 1.0465 1.7228 0.327
H -5.8486 -0.6991 1.3188 0.322

---

6.
70
Properties=species:S:1:pos:R:3:mulliken_charge:R:1 method="wB97M-V/def2-TZVPD" s2=0.76 spin_multiplicity=2 homo_lumo_gap_ev="7.65 / 4.71" charge=+2 e_above_lowest_kj_mol=0.00 total_energy_ev=-171977.0304
Bi 0.0751 -0.1086 -0.0775 1.050
I -2.3377 1.5284 0.9496 0.044
C -3.2783 -0.3010 1.2430 0.293
C -4.5949 -0.2143 1.6164 -0.681
C -5.3316 -1.3829 1.8611 -0.764
C -4.7123 -2.5946 1.7591 -0.887
C -3.3476 -2.6917 1.4058 0.997
C -2.7409 -3.9711 1.3826 -0.830
C -1.4161 -4.1195 1.0920 -1.176
C -0.6569 -2.9889 0.7631 -0.404
C -1.2064 -1.7171 0.7291 0.432
C -2.5810 -1.5286 1.1063 0.162
H -5.0730 0.7498 1.7250 0.455
H -6.3724 -1.3108 2.1452 0.464
H -5.2552 -3.5083 1.9659 0.441
H -3.3510 -4.8325 1.6257 0.445
H -0.9499 -5.0954 1.1093 0.474
H 0.3827 -3.1516 0.5195 0.309
C -0.7640 -2.6026 -5.4995 -1.071
Ge 0.2271 -2.5944 -3.8318 0.227
C -0.0412 -4.2085 -2.7879 -0.774
C 2.1009 -2.2104 -4.1503 -0.886
Ge -0.8992 -0.6719 -2.7080 -0.656
C -2.7795 -1.0267 -2.4847 0.827
C -3.6999 -0.0315 -2.1280 -0.147
C -5.0415 -0.3327 -1.9589 -0.988
C -5.4912 -1.6317 -2.1589 -0.472
C -4.5980 -2.6263 -2.5324 -0.985
C -3.2512 -2.3288 -2.6765 0.503
C -0.5922 0.9952 -3.6316 0.811
C 0.2192 0.9871 -4.7686 0.258
C 0.4485 2.1543 -5.4845 -0.874
C -0.1073 3.3502 -5.0567 -0.502
C -0.8957 3.3823 -3.9126 -0.847
C -1.1346 2.2148 -3.2062 0.083
H -0.2535 -3.3240 -6.1429 0.515
H -0.7548 -1.6338 -5.9943 0.394
H -1.7942 -2.9241 -5.3622 0.359
H 0.6444 -4.9709 -3.1658 0.466
H -1.0527 -4.5912 -2.9050 0.521
H 0.1684 -4.0491 -1.7334 -0.025
H 2.5569 -3.1297 -4.5263 0.425
H 2.6398 -1.9132 -3.2556 0.056
H 2.2147 -1.4489 -4.9193 0.462
H -3.3849 0.9965 -2.0209 0.226
H -5.7410 0.4473 -1.6860 0.500
H -6.5410 -1.8661 -2.0390 0.447
H -4.9510 -3.6328 -2.7156 0.469
H -2.5726 -3.1241 -2.9506 -0.015
H 0.6652 0.0670 -5.1205 -0.040
H 1.0638 2.1294 -6.3742 0.446
H 0.0751 4.2596 -5.6136 0.405
H -1.3266 4.3170 -3.5789 0.449
H -1.7548 2.2660 -2.3190 0.053
C 3.7334 0.2251 -1.5232 -0.470
O 3.7564 -0.8849 -0.5853 -0.377
P 2.4676 -1.6491 -0.1118 0.599
O 2.8028 -2.1078 1.3590 -0.378
C 3.4367 -1.2656 2.3572 -0.669
O 2.3493 -3.0102 -0.8778 0.261
C 3.3846 -4.0429 -0.7965 -0.847
H 4.7031 0.2411 -2.0080 0.273
H 3.5774 1.1505 -0.9737 0.275
H 2.9531 0.0868 -2.2721 0.140
H 3.7788 -1.9320 3.1409 0.260
H 2.7062 -0.5667 2.7629 0.263
H 4.2787 -0.7371 1.9186 0.333
H 3.1838 -4.7292 -1.6117 0.275
H 3.3035 -4.5469 0.1619 0.277
H 4.3677 -3.5930 -0.9140 0.339

---

7.
19
Properties=species:S:1:pos:R:3:mulliken_charge:R:1 method="wB97M-V/def2-TZVPD" spin_multiplicity=1 homo_lumo_gap_ev=9.05 smiles="C/C=C/O.O.O.O" e_above_lowest_kj_mol=172.81 total_energy_ev=-11493.9713
C -0.4267 -3.0002 -1.6014 -1.068
C -0.9231 -1.8071 -0.8983 -0.111
C -2.1727 -1.6584 -0.3998 -0.007
O -2.7410 -0.4400 -0.1816 -0.452
H -0.1428 -2.9228 -2.6461 0.310
H -1.2190 -3.7281 -1.7146 0.298
H 0.4229 -3.3519 -1.0365 0.255
H -0.3169 -0.9097 -0.8382 0.217
H -2.9850 -2.4321 -0.4260 0.283
H -2.0281 0.1089 0.1722 0.276
H 0.3272 6.5501 1.4377 0.334
H -0.5861 5.4327 1.4753 0.325
O 0.0966 5.7784 0.8998 -0.649
H -0.9627 2.6127 2.2590 0.312
H -0.3006 3.9218 1.5531 0.340
O -1.0930 3.4888 1.8826 -0.662
H 5.0164 -3.3078 0.1715 0.320
H 5.0218 -1.8173 0.2765 0.318
O 5.0128 -2.5179 -0.3851 -0.639

---

8.
14
Properties=species:S:1:pos:R:3:mulliken_charge:R:1 method="wB97M-V/def2-TZVPD" spin_multiplicity=1 homo_lumo_gap_ev=10.83 smiles=OCC1(O)CC1 e_above_lowest_kj_mol=185.30 total_energy_ev=-8371.3612
O -1.4815 -1.5090 -0.7037 -0.495
C -0.1028 -1.2128 -0.6211 -0.753
C 0.1718 -0.0932 0.3641 0.868
O 0.0968 -0.4629 1.7133 -0.533
C -0.4725 1.2184 0.0616 -0.720
C 1.0309 1.1081 0.0643 -0.753
H -1.9376 -0.6799 -0.9020 0.355
H 0.3195 -0.9674 -1.6100 0.275
H 0.3745 -2.1353 -0.2730 0.320
H 0.8347 -1.0583 1.8931 0.353
H -0.9789 1.7169 0.8807 0.265
H -0.9492 1.3202 -0.9116 0.306
H 1.5588 1.2144 -0.8797 0.249
H 1.5355 1.5407 0.9239 0.263

---

Computed values of M (unit: Da) for the preceding records, in sequence: 515.624, 82.102, 89.094, 122.105, 230.353, 930.655, 112.125, 88.106.